Record 1
117
Properties=species:S:1:pos:R:3:forces:R:3:lowdin_spin:R:1 method="wB97M-V/def2-TZVPD" relative_energy_ev=1.0220 spin_multiplicity=5 gap_ha=0.16759 lumo_ev=3.523 charge=-2
Pm 1.138 0.454 0.623 -0.913 0.391 0.813 4.023
Se 2.422 3.029 -1.015 0.481 1.612 -0.090 0.001
Cl 0.690 0.690 3.256 0.287 0.222 0.962 -0.005
S -1.739 -7.015 -1.484 -0.121 -0.047 0.029 0.000
P -1.747 -1.520 1.059 0.076 -1.190 0.022 0.000
P 0.517 -2.218 -0.543 -0.811 -1.730 -0.634 -0.001
F 2.901 -0.401 1.362 0.601 -0.511 0.230 -0.004
O -1.930 -0.265 -3.524 -0.447 0.570 -0.892 0.000
N 2.361 -0.072 -1.390 1.082 0.353 -0.985 -0.001
N -1.197 -2.601 -0.149 0.454 1.220 0.611 0.000
N 3.391 4.457 -0.696 0.369 0.086 -0.143 0.001
N 2.342 2.595 0.687 0.255 0.299 0.163 -0.004
N -1.029 -0.882 -2.793 0.694 -0.455 0.848 0.000
N -4.418 4.793 -7.036 -0.022 -0.017 -0.036 0.000
N -1.450 0.001 0.710 -0.008 -0.409 0.125 -0.004
C 0.097 1.954 -1.102 -0.727 0.121 -0.798 -0.008
C 0.487 -2.225 2.642 -0.214 0.092 0.050 0.001
C -3.486 -1.668 1.623 0.090 0.182 -0.049 0.000
C -0.606 2.342 -2.032 0.460 -0.470 0.872 0.001
C -2.732 -6.109 -0.244 0.338 -0.061 -0.281 0.000
C 4.509 5.497 2.626 0.230 0.483 -0.577 0.000
C -3.772 4.324 -6.204 -0.666 0.480 -0.880 0.000
C 1.148 -3.012 3.570 0.121 0.095 -0.007 0.000
C -1.598 -3.182 3.319 -0.169 0.113 0.024 0.000
C 3.269 3.424 2.783 0.207 0.091 0.704 0.000
C -5.805 -2.282 1.764 -0.176 -0.054 0.027 0.000
C -1.973 -6.064 -3.020 0.219 -0.175 0.346 0.000
C 1.462 -3.687 0.064 0.234 0.242 0.149 0.000
C -3.630 3.003 0.994 -0.101 0.018 0.051 0.000
C -6.004 -1.370 2.788 0.035 -0.058 -0.038 0.000
C -4.763 2.624 0.304 -0.109 0.010 -0.055 0.000
C 3.012 -5.822 0.996 0.083 0.084 0.065 0.000
C -2.543 0.896 0.502 -0.092 0.276 -0.178 0.000
C 3.393 -4.514 1.251 0.131 -0.182 0.033 0.000
C -1.411 2.792 -3.097 -0.287 0.290 -0.549 0.000
C 2.627 -3.456 0.790 0.011 -0.044 -0.194 0.000
C -3.650 0.566 -0.307 0.014 0.056 0.081 0.000
C -1.383 2.659 1.934 0.083 -0.212 0.018 0.000
C 0.518 -3.276 -5.024 0.050 0.040 0.205 0.000
C 4.346 5.560 1.266 0.267 0.384 0.454 0.000
C 3.216 0.376 -2.040 -0.783 -0.856 0.316 0.001
C -4.756 1.407 -0.344 -0.082 0.071 0.059 0.000
C -1.887 -3.759 -0.666 -0.068 -0.234 0.144 0.000
C -0.289 -1.903 -3.201 -0.283 0.409 0.431 0.000
C 3.628 4.542 0.619 -0.479 -0.669 -0.227 0.000
C 1.491 -3.828 -4.178 0.326 -0.356 -0.261 0.000
C 1.128 -5.005 -0.243 -0.040 0.131 0.002 0.000
C -0.894 -2.299 2.502 -0.033 0.252 -0.263 0.000
C 1.881 -6.061 0.235 -0.109 -0.135 -0.029 0.000
C -4.938 -0.604 3.238 -0.145 -0.015 0.107 0.000
C -2.086 -4.872 0.360 -0.076 0.020 -0.159 0.000
C -2.807 2.841 -2.974 0.205 -0.016 0.069 0.000
C 3.978 4.437 3.378 -0.369 -0.647 0.057 0.000
C -3.583 3.322 -3.999 -0.061 0.112 -0.211 0.000
C -3.677 -0.596 -1.237 0.080 -0.008 -0.111 0.000
C -0.936 -3.973 4.241 -0.051 -0.076 0.081 0.000
C -3.693 -0.757 2.666 0.064 -0.181 -0.044 0.000
C 3.072 3.470 1.395 -0.183 0.083 -0.566 0.000
C -4.560 -2.421 1.170 0.279 -0.073 0.019 0.000
C 0.440 -3.896 4.362 0.022 -0.056 0.005 0.000
C -0.352 -2.340 -4.551 -0.419 0.096 -0.342 0.000
C -1.591 3.727 -5.313 -0.287 0.093 -0.199 0.000
C -2.533 2.161 1.119 0.023 0.129 0.013 0.000
C 0.562 -2.616 -2.298 0.213 0.367 0.185 0.000
C -2.985 3.783 -5.179 0.770 -0.509 0.931 0.000
C -0.818 3.234 -4.290 -0.009 -0.068 0.243 0.000
C 1.504 -3.490 -2.844 -0.097 -0.064 0.074 0.000
B 4.291 1.033 -2.948 0.126 0.399 -0.258 0.000
H 0.478 -3.574 -6.065 -0.019 0.010 -0.070 0.000
H 0.306 -5.225 -0.903 -0.121 -0.020 -0.006 0.000
H 4.762 6.367 0.679 0.021 0.052 -0.023 0.000
H -1.988 -6.779 -3.837 -0.046 -0.034 -0.078 0.000
H 2.960 -2.445 0.968 -0.017 0.258 0.140 0.000
H 5.066 6.274 3.134 0.026 0.034 -0.003 0.000
H -3.027 -1.406 -0.920 -0.093 -0.031 -0.332 0.000
H -4.448 -3.120 0.355 0.063 -0.028 -0.095 0.000
H -2.856 -0.170 3.019 0.043 0.115 0.076 0.000
H -5.614 1.101 -0.929 -0.044 -0.033 -0.092 0.000
H -1.152 -5.370 -3.171 0.031 0.174 -0.109 0.000
H -2.917 -5.531 -2.982 -0.127 0.086 -0.056 0.000
H 3.603 -6.651 1.365 0.047 -0.020 0.030 0.000
H -6.984 -1.261 3.231 -0.024 0.021 0.020 0.000
H 4.137 4.423 4.448 -0.018 -0.043 0.064 0.000
H 2.260 -3.928 -2.206 -0.017 -0.040 -0.030 0.000
H -3.682 -5.866 -0.722 -0.156 -0.011 0.083 0.000
H 4.339 0.419 -3.983 0.030 -0.080 -0.138 0.000
H 1.583 -7.072 -0.010 -0.012 -0.055 -0.023 0.000
H -1.135 4.075 -6.232 -0.001 -0.007 0.032 0.000
H -1.169 1.991 2.769 0.011 0.142 -0.165 0.000
H -5.076 0.112 4.035 -0.010 0.057 0.028 0.000
H -4.690 -0.974 -1.367 -0.105 -0.085 0.092 0.000
H 0.259 3.188 -4.387 0.008 -0.044 -0.010 0.000
H 3.890 2.177 -3.131 0.122 -0.133 -0.138 0.000
H -2.904 -6.854 0.534 -0.141 0.012 -0.019 0.000
H -2.675 -3.264 3.244 0.028 0.005 -0.015 0.000
H 2.220 -2.934 3.667 0.061 0.053 -0.047 0.000
H -1.269 -4.097 -1.499 -0.168 -0.053 -0.060 0.000
H -3.595 3.973 1.472 0.043 0.069 0.055 0.000
H -4.663 3.348 -3.902 0.044 0.020 -0.002 0.000
H 2.222 -4.521 -4.570 0.076 -0.034 0.010 0.000
H 5.344 1.050 -2.366 0.201 -0.021 0.116 0.000
H -2.861 -3.477 -1.084 0.023 0.055 -0.135 0.000
H 4.295 -4.313 1.810 0.073 0.033 0.039 0.000
H 1.063 -1.535 2.038 0.118 -0.568 0.411 0.000
H -3.300 -0.265 -2.223 0.103 -0.224 0.066 0.000
H -1.130 -5.124 0.821 -0.056 -0.010 0.048 0.000
H -1.606 3.647 2.336 0.030 0.093 -0.071 0.000
H -0.830 -0.474 -1.868 -0.164 -0.108 -0.445 0.000
H -6.630 -2.894 1.417 -0.012 0.028 -0.039 0.000
H -5.621 3.280 0.243 -0.071 0.047 0.007 0.000
H -1.498 -4.653 4.867 -0.061 -0.041 0.011 0.000
H 2.856 2.600 3.346 -0.082 -0.060 0.030 0.000
H -3.264 2.491 -2.062 0.011 -0.028 0.058 0.000
H 0.957 -4.536 5.063 0.058 0.014 0.084 0.000
H -1.082 -1.850 -5.175 -0.076 0.046 -0.103 0.000
H -2.741 -4.507 1.156 0.015 -0.028 0.078 0.000
H -0.468 2.736 1.327 -0.186 0.021 0.152 0.000

---

Record 2
119
Properties=species:S:1:pos:R:3:forces:R:3:lowdin_spin:R:1 method="wB97M-V/def2-TZVPD" relative_energy_ev=0.0000 spin_multiplicity=3 gap_ha="0.24720 / 0.25412" lumo_ev="-5.104 / -4.921" charge=+2
Mo 1.298 1.425 1.259 0.781 -0.358 0.529 1.758
S 0.796 3.168 -0.417 0.076 -0.354 0.344 -0.022
S 1.842 0.025 -1.811 0.223 0.282 -0.054 0.013
S 1.755 2.710 4.367 0.335 0.348 0.102 0.008
S 3.075 -0.037 2.521 0.739 0.271 -0.017 0.007
S 3.028 3.020 1.310 0.284 0.207 -0.193 -0.022
S 3.121 5.012 -0.918 -0.056 0.009 -0.020 0.051
S -1.248 -0.174 -1.579 -0.139 0.076 -0.027 0.001
O -2.019 1.104 -1.655 -0.128 0.147 0.138 0.001
O 2.187 0.514 -0.396 -0.182 -0.753 0.280 0.046
O 0.884 2.197 3.226 -0.452 -0.419 -0.239 0.035
N -2.966 2.267 1.698 -0.381 0.062 0.319 0.022
N 3.067 -2.531 3.368 -0.145 0.102 0.066 0.002
N 0.299 -0.614 2.211 0.141 -0.210 -0.107 0.016
N -3.742 3.235 -0.288 0.064 0.074 -0.051 0.002
N -0.711 1.449 1.406 -1.636 0.844 -0.907 0.007
N -4.913 3.410 1.688 -0.030 0.119 0.003 0.002
N 1.043 -1.696 2.678 -0.025 -0.227 0.104 0.002
C -0.467 -4.450 -3.161 -0.057 0.030 0.011 0.000
C 1.370 -2.784 -5.315 0.012 -0.022 0.014 0.000
C -1.461 0.193 -4.291 -0.084 -0.032 0.052 0.000
C -1.191 5.078 4.743 -0.005 0.027 -0.005 0.000
C -0.702 -5.780 -2.970 0.012 -0.060 0.041 0.000
C -0.420 2.101 6.085 -0.022 -0.040 0.049 0.000
C -1.795 1.903 1.421 0.368 -0.274 0.163 0.032
C 7.063 -0.289 -4.809 -0.023 0.040 0.000 0.000
C 0.045 -1.582 -3.583 -0.028 0.011 0.046 0.000
C 2.348 -1.513 2.885 0.268 0.165 -0.131 0.005
C 3.414 0.004 -2.613 -0.142 -0.007 -0.268 0.000
C 2.372 3.837 -0.112 0.192 0.190 -0.053 0.009
C -3.855 2.978 1.004 0.110 -0.064 0.040 0.005
C -1.154 -0.045 -5.598 0.013 0.003 -0.010 0.000
C -0.221 -1.046 -5.957 -0.007 -0.022 -0.023 0.000
C -0.865 -0.597 -3.290 -0.133 -0.002 -0.067 0.001
C 0.121 -1.283 -7.312 -0.010 0.024 0.007 0.000
C -0.012 -6.494 -1.966 0.002 0.034 -0.015 0.000
C 1.056 1.947 5.838 -0.032 -0.117 -0.063 0.001
C -0.130 4.968 2.590 0.056 0.099 0.024 0.000
C -5.291 -4.346 0.160 0.016 0.002 -0.033 0.000
C 1.042 -2.232 -7.642 0.007 -0.002 0.013 0.000
C 3.365 -0.035 -4.001 0.086 0.024 0.044 0.000
C -2.191 2.600 7.649 -0.020 0.022 -0.004 0.000
C 5.776 -0.197 -4.040 0.000 -0.020 -0.048 0.000
C -2.947 -3.420 0.098 -0.024 -0.092 -0.038 0.000
C 5.787 -0.122 -2.647 0.016 0.008 0.030 0.000
C 4.613 -0.024 -1.920 0.002 0.007 0.093 0.000
C 1.568 -1.744 -1.640 0.349 0.224 0.390 0.004
C -1.378 1.784 5.124 -0.066 -0.114 0.029 0.001
C 0.708 -2.363 -2.500 -0.192 0.061 -0.132 0.001
C 2.273 -2.442 -0.633 -0.051 -0.031 0.010 0.000
C -0.839 2.516 7.345 -0.003 0.041 0.007 0.000
C 4.551 -0.149 -4.705 0.001 0.017 0.019 0.000
C -2.025 -2.467 -0.307 0.002 0.040 -0.048 0.000
C -2.728 1.877 5.426 0.057 -0.006 -0.026 0.000
C -2.419 -1.457 -1.169 0.041 0.066 0.061 0.000
C -0.064 4.819 3.973 -0.055 -0.006 0.008 0.000
C -4.644 -2.325 -1.193 0.019 0.042 -0.029 0.000
C 0.467 -3.762 -2.348 -0.084 0.011 0.095 0.000
C -4.271 -3.355 -0.325 -0.002 -0.013 0.031 0.000
C 0.889 -5.853 -1.163 0.031 -0.039 -0.005 0.000
C -3.139 2.277 6.690 0.024 0.030 -0.017 0.000
C -2.408 5.710 2.768 0.009 -0.005 -0.014 0.000
C -3.729 -1.379 -1.619 -0.054 -0.044 -0.077 0.000
C 1.679 -2.985 -6.629 0.006 0.002 -0.016 0.000
C 2.067 -3.781 -0.493 0.015 -0.017 -0.022 0.000
C 0.399 -1.818 -4.943 -0.012 -0.002 -0.020 0.000
C -1.298 5.408 1.988 -0.026 -0.038 -0.002 0.000
C 1.244 4.451 4.614 -0.038 -0.024 -0.148 0.004
C -2.358 5.532 4.143 0.036 -0.012 0.017 0.000
C 1.147 -4.472 -1.329 -0.001 0.029 0.026 0.000
H -5.600 4.016 1.272 -0.029 -0.048 -0.010 0.000
H 2.629 -4.343 0.245 -0.048 -0.008 0.009 0.000
H 2.637 -3.340 3.787 0.007 -0.037 -0.056 0.000
H 2.416 0.026 -4.520 0.020 -0.011 -0.019 0.000
H -3.457 1.632 4.663 -0.002 -0.013 0.022 0.000
H -0.336 -0.913 1.480 -0.153 -0.109 -0.080 0.002
H -5.995 -3.862 0.838 -0.006 -0.010 0.003 0.000
H 1.293 -2.411 -8.679 0.002 0.002 0.002 0.000
H 1.240 4.606 5.693 0.010 0.033 0.007 0.000
H -3.299 6.120 2.307 -0.013 -0.040 -0.002 0.000
H -4.022 -0.584 -2.293 -0.010 0.016 0.039 0.000
H -0.199 -7.552 -1.837 -0.003 0.014 0.002 0.000
H 1.866 -3.366 -4.548 0.005 0.024 -0.057 0.000
H 1.423 -6.398 -0.394 -0.004 0.014 -0.011 0.000
H -3.018 2.778 -0.820 0.194 -0.227 -0.230 0.000
H 4.044 -2.373 3.555 0.005 0.003 0.003 0.000
H -5.869 -4.754 -0.670 0.013 -0.001 0.000 0.000
H -4.430 3.783 -0.777 0.004 -0.008 -0.022 0.000
H -1.420 -6.297 -3.594 0.012 0.004 0.002 0.000
H -2.500 2.914 8.637 0.000 -0.001 -0.004 0.000
H 7.800 -0.888 -4.276 -0.001 -0.006 0.000 0.000
H 2.060 5.027 4.178 0.025 -0.017 0.017 0.000
H -4.823 -5.172 0.694 -0.004 0.002 -0.016 0.000
H -0.366 -0.695 -8.080 0.009 -0.005 0.001 0.000
H 4.526 -0.187 -5.787 0.012 0.001 0.005 0.000
H -0.994 -2.519 0.023 0.145 -0.081 0.006 0.000
H 0.589 -2.555 2.957 -0.166 0.103 -0.079 0.000
H -3.215 5.773 4.759 -0.007 0.005 -0.001 0.000
H -1.001 -3.909 -3.932 0.015 -0.009 0.017 0.000
H 2.416 -3.729 -6.902 0.001 0.011 0.005 0.000
H -1.613 0.544 -6.383 0.002 0.003 0.014 0.000
H 6.905 -0.723 -5.794 0.006 -0.010 0.004 0.000
H -1.326 5.539 0.913 0.021 0.031 0.014 0.000
H -0.106 2.766 8.103 -0.002 -0.012 -0.008 0.000
H 1.358 0.899 5.752 -0.017 0.009 -0.009 0.000
H -0.231 -0.177 2.961 -0.060 -0.082 0.024 0.001
H -4.193 2.333 6.930 -0.003 0.010 -0.001 0.000
H 4.629 0.056 -0.840 -0.013 -0.024 -0.014 0.000
H -2.636 -4.238 0.738 0.002 0.049 0.045 0.000
H -2.151 0.972 -3.998 0.024 0.009 -0.019 0.000
H 6.734 -0.139 -2.122 0.000 0.006 -0.008 0.000
H 7.489 0.707 -4.950 0.003 -0.003 0.004 0.000
H -5.669 -2.268 -1.538 0.002 -0.007 0.004 0.000
H 1.641 2.381 6.652 0.018 -0.052 0.021 0.000
H 0.748 4.777 1.983 -0.029 0.005 0.025 0.000
H -4.889 3.332 2.691 0.017 -0.010 -0.002 0.000
H -1.070 1.492 4.128 -0.038 0.055 0.077 0.000
H 2.983 -1.911 -0.010 -0.009 0.032 0.007 0.000
H -1.155 4.947 5.819 -0.004 0.025 -0.014 0.000

---

Calculated values (eV/A) of max |F| for the records, taken in order: 2.0 2.1.